(1)
Here is C31H72Li3N5O7 as an isolated structure in a non-equilibrium geometry from the Open Molecules 2025 dataset. Energies are from wB97M-V/def2-TZVPD.

Structure (XYZ):
```
118
Properties=species:S:1:pos:R:3:forces:R:3:lowdin_charge:R:1
Li 0.721 -3.257 -2.801 0.096 1.055 0.614 0.8133
Li 3.614 -4.107 -2.233 -0.039 0.890 0.672 0.8422
Li 3.154 -2.679 -4.601 0.316 1.072 -0.215 0.7680
C 2.604 -0.659 -0.882 -0.688 0.143 -0.672 -0.0612
C 3.002 -1.054 -2.298 -0.545 1.599 0.193 -0.5917
C 4.460 -0.715 -2.544 0.844 -1.388 0.241 -0.0500
O 2.590 -2.405 -2.580 0.451 -2.832 -1.472 -0.5623
H 3.169 -1.156 -0.095 -0.043 -0.133 -0.011 0.0801
H 1.527 -0.822 -0.788 0.109 -0.266 0.391 0.0580
H 2.692 0.423 -0.776 0.298 0.001 0.035 0.0955
H 2.418 -0.420 -2.975 -0.145 0.046 0.055 0.1264
H 4.790 0.236 -2.133 -0.490 0.217 -0.056 0.1017
H 4.795 -0.755 -3.585 -0.200 -0.033 -0.040 0.0559
H 5.063 -1.444 -1.979 0.112 -0.019 -0.128 0.0873
C 5.590 0.085 3.036 0.106 0.431 1.172 -0.6796
O 5.312 1.197 3.461 0.132 -0.514 -0.558 0.0394
N 6.403 -0.767 3.737 0.213 0.788 0.342 0.1537
N 5.095 -0.410 1.871 -0.494 -0.315 -0.634 0.1463
H 6.550 -1.745 3.602 -0.125 -0.123 -0.250 0.0902
H 6.798 -0.330 4.554 -0.028 -0.270 0.051 0.1123
H 5.482 -1.247 1.481 0.103 0.005 -0.164 0.0818
H 4.599 0.232 1.279 0.071 0.013 0.052 0.0814
C -3.505 2.198 -5.420 0.004 -0.816 -0.788 -0.0301
C -2.847 2.703 -4.123 -0.761 0.143 -1.729 -0.5107
C -3.945 2.941 -3.089 -0.039 -0.259 1.013 -0.1365
C -4.390 1.646 -2.432 -0.761 -0.289 0.124 -0.1811
C -3.183 1.022 -1.724 -0.395 0.612 -1.928 -0.0988
C -2.080 0.670 -2.774 -1.686 -1.497 -0.468 -0.5091
N -1.815 1.784 -3.644 0.115 1.228 2.028 -0.1112
O -0.765 1.536 -4.547 -0.152 -0.096 -0.364 -0.0078
C -0.893 0.211 -1.982 1.781 0.610 0.141 -0.0532
C -2.589 -0.547 -3.608 0.219 -0.660 0.646 -0.0188
C -2.216 4.058 -4.438 0.724 0.024 0.074 -0.0357
H -4.137 1.315 -5.291 -0.145 0.178 0.352 0.0726
H -2.779 1.854 -6.164 0.306 0.247 0.238 0.0811
H -4.099 2.947 -5.946 -0.043 0.192 0.341 0.0926
H -3.565 3.632 -2.327 0.092 -0.159 0.122 0.1252
H -4.822 3.453 -3.487 0.262 -0.007 -0.584 0.1325
H -4.902 1.000 -3.155 0.650 -0.181 -0.270 0.1022
H -5.246 1.774 -1.761 0.439 0.506 0.431 0.1200
H -3.467 0.095 -1.231 0.239 0.181 0.466 0.1028
H -2.818 1.846 -1.109 0.261 -0.520 0.670 0.1266
H -1.119 -0.560 -1.243 -0.299 0.073 -0.088 0.0549
H -0.053 -0.149 -2.598 -0.246 -0.107 -0.272 0.0627
H -0.452 1.071 -1.463 -0.134 -0.084 0.215 0.0995
H -3.655 -0.524 -3.823 0.124 0.309 -0.386 0.0732
H -1.984 -0.671 -4.507 -0.199 0.173 -0.172 0.0775
H -2.480 -1.477 -3.029 0.105 0.069 0.099 0.0632
H -1.472 4.294 -3.670 -0.174 0.171 0.112 0.0902
H -2.968 4.843 -4.461 -0.020 -0.003 -0.017 0.0937
H -1.689 4.072 -5.395 -0.116 -0.091 -0.056 0.0849
H -0.234 2.340 -4.485 0.062 -0.111 0.006 0.1022
C 0.315 -4.279 1.851 0.349 -0.620 -0.698 -0.0579
C -0.989 -3.494 2.029 1.426 0.710 0.441 -0.5003
C -0.656 -2.079 1.441 -1.747 -0.225 1.729 -0.1108
C -1.931 -1.266 1.272 -1.075 0.967 -0.474 -0.1935
C -3.028 -2.034 0.560 0.319 0.279 -1.089 -0.1609
C -3.332 -3.377 1.201 -1.621 0.174 0.178 -0.5129
N -2.073 -4.106 1.278 0.218 -0.489 -0.341 -0.0784
O -2.329 -5.417 1.805 0.196 0.329 0.053 -0.0038
C -4.082 -3.136 2.533 -0.769 -0.150 0.634 -0.0225
C -4.340 -4.121 0.303 0.063 0.109 0.075 -0.0345
C -1.148 -3.372 3.561 -0.617 -0.485 0.469 -0.0247
H 0.478 -4.561 0.799 -0.268 0.016 -0.104 0.0628
H 0.387 -5.206 2.423 -0.220 0.092 0.130 0.0890
H 1.180 -3.662 2.100 -0.141 0.104 0.303 0.0823
H -0.158 -1.612 2.293 0.877 0.165 -0.604 0.1015
H -0.058 -2.163 0.534 0.086 0.157 -0.072 0.0954
H -1.787 -0.307 0.758 0.393 -0.236 -0.212 0.0907
H -2.405 -0.880 2.181 0.691 -0.506 0.527 0.1047
H -2.730 -2.161 -0.494 0.132 -0.464 0.046 0.1018
H -3.943 -1.446 0.444 -0.045 -0.023 0.517 0.1276
H -5.170 -3.121 2.404 0.113 0.288 -0.627 0.0881
H -4.043 -3.946 3.266 0.807 0.021 -0.098 0.0937
H -3.860 -2.180 3.007 0.287 -0.179 0.128 0.0742
H -3.895 -4.332 -0.671 -0.070 -0.317 0.026 0.0798
H -4.759 -4.999 0.794 0.488 -0.300 -0.153 0.0880
H -5.230 -3.508 0.147 0.256 0.342 -0.103 0.0881
H -1.844 -2.609 3.909 0.115 0.142 -0.248 0.0736
H -0.189 -3.223 4.059 0.099 0.296 -0.274 0.0894
H -1.509 -4.308 3.998 -0.104 -0.064 -0.284 0.0913
H -1.962 -5.992 1.126 -0.157 -0.067 0.066 0.1046
C 1.771 4.883 2.676 0.380 -0.105 0.469 -0.0294
C 0.881 3.638 2.532 0.642 -0.402 0.433 -0.4938
C 1.590 2.661 1.559 -0.559 -0.703 -0.154 -0.1162
C 1.374 1.156 1.819 0.632 0.816 0.040 -0.1799
C 1.604 0.901 3.323 0.123 -1.117 -1.822 -0.1345
C 0.632 1.667 4.181 0.054 -1.169 0.062 -0.5329
N 0.798 3.066 3.898 0.585 0.558 0.252 -0.0965
O 0.003 3.865 4.756 -0.045 -0.230 -0.484 0.0024
C -0.776 1.104 3.860 -0.924 1.696 0.336 -0.0247
C 0.938 1.339 5.645 -0.957 -0.502 0.362 -0.0166
C -0.493 4.034 1.999 0.211 1.119 0.211 -0.0309
H 1.343 5.564 3.411 -0.174 0.177 -0.297 0.0844
H 2.021 5.388 1.742 -0.434 0.043 -0.117 0.0877
H 2.727 4.586 3.113 -0.048 -0.213 -0.071 0.0898
H 1.114 2.884 0.601 0.617 0.139 -0.288 0.1013
H 2.673 2.787 1.510 -0.080 0.587 0.129 0.1154
H 2.167 0.608 1.306 -0.027 0.023 -0.116 0.0572
H 0.451 0.869 1.305 -0.286 -0.402 0.784 0.0919
H 2.675 1.069 3.468 -0.146 0.599 0.488 0.1153
H 1.507 -0.179 3.479 -0.302 0.023 0.356 0.1102
H -0.947 0.048 4.051 0.269 -0.086 -0.047 0.0787
H -1.477 1.672 4.487 -0.016 -0.388 0.335 0.0874
H -1.137 1.417 2.878 0.395 -0.620 -0.281 0.0576
H 1.806 1.811 6.095 0.119 0.117 -0.337 0.0959
H 0.064 1.531 6.271 0.128 0.457 0.020 0.0825
H 1.017 0.248 5.713 0.377 0.039 -0.030 0.0834
H -0.408 4.355 0.960 -0.182 -0.367 -0.133 0.0863
H -0.759 4.962 2.514 -0.352 -0.185 0.079 0.0874
H -1.278 3.299 2.163 0.000 -0.086 -0.291 0.0719
H -0.902 3.792 4.412 -0.023 0.131 0.222 0.0869
O 4.106 -1.782 -6.055 -0.269 -0.150 0.518 -0.1174
H 3.708 -0.942 -6.323 0.136 -0.132 -0.180 0.0787
H 5.074 -1.636 -6.156 -0.129 0.245 0.061 0.0323
O 6.643 -0.588 -6.106 0.067 -0.227 0.218 -0.0379
H 7.510 -1.012 -6.159 -0.087 0.094 -0.121 0.0752
H 6.806 0.255 -5.665 -0.044 -0.043 -0.125 0.0714
```
Positions in Å, forces in eV/Å.

The value obtained for the total energy is -2046.84661 hartree. The energy above the lowest of the compared OMol25 structures with the same formula, charge and spin is 0.0 kJ/mol. As for the gap between HOMO and LUMO: 2.91 eV. Its total charge is +2. As for the largest force on an atom: 0.0627 Eh/bohr. The calculation puts the HOMO energy at -11.23 eV.

(2)
Here is C31H73AlBF2NO2Si8 as an isolated structure from the Open Molecules 2025 dataset. Energies are from wB97M-V/def2-TZVPD.

Structure (XYZ):
```
119
Properties=species:S:1:pos:R:3:forces:R:3:lowdin_charge:R:1
Al -0.438 0.381 -1.388 -0.216 0.317 -0.256 -0.0220
N 1.734 -1.744 -2.356 -0.013 -0.007 0.067 0.0620
C 0.930 -1.015 -1.956 0.087 0.106 -0.064 -0.2372
O 0.435 0.265 0.394 -0.018 -0.558 0.097 -0.1336
H 0.803 0.905 1.008 -0.006 0.128 -0.071 0.0292
H 0.448 -0.652 0.836 -0.002 0.178 0.121 -0.0476
F -1.429 -0.043 -4.424 -0.042 0.000 -0.097 0.1193
B -1.510 0.681 -3.282 0.176 0.124 0.111 -0.6341
F -2.359 1.726 -3.443 -0.084 0.012 -0.081 0.1143
C 2.100 -4.765 -0.110 -0.046 0.012 -0.053 -0.2303
Si 2.568 -3.784 1.432 -0.001 0.025 -0.066 0.2727
C 3.249 -5.048 2.672 -0.018 -0.044 0.116 -0.2360
C 4.030 -2.712 0.907 0.023 0.054 -0.016 -0.2248
Si 0.790 -2.465 2.138 -0.016 0.045 -0.083 0.4292
Si -0.659 -3.979 3.137 -0.033 0.039 -0.034 0.2665
C -0.159 -4.758 4.790 0.116 -0.010 0.070 -0.2324
C -2.338 -3.183 3.480 -0.067 0.033 0.057 -0.2394
C -1.023 -5.438 1.991 0.016 -0.032 -0.101 -0.2385
Si 1.652 -1.253 3.917 -0.019 0.124 -0.035 0.2812
C 2.381 -2.062 5.469 0.016 -0.148 0.039 -0.2339
C 0.292 -0.111 4.586 -0.050 0.019 0.028 -0.2354
C 3.034 -0.091 3.321 0.049 -0.011 -0.039 -0.2368
H 2.924 -5.414 -0.424 0.004 -0.002 -0.013 0.0189
H 1.877 -4.071 -0.926 0.017 -0.016 0.018 0.0007
H 1.216 -5.385 0.050 0.004 -0.025 0.006 -0.0013
H 4.088 -5.611 2.250 0.004 -0.002 -0.006 0.0136
H 2.470 -5.760 2.961 0.018 -0.016 -0.014 0.0037
H 3.588 -4.553 3.586 0.018 -0.013 -0.010 0.0032
H 4.868 -3.333 0.573 0.000 0.001 -0.013 0.0203
H 4.382 -2.067 1.715 0.020 -0.014 0.005 0.0001
H 3.728 -2.070 0.074 0.011 -0.017 0.010 0.0121
H -0.043 -3.987 5.555 -0.041 -0.024 0.018 0.0004
H 0.798 -5.280 4.711 -0.018 -0.005 0.005 0.0093
H -0.918 -5.469 5.133 -0.008 -0.011 0.003 0.0157
H -2.254 -2.377 4.214 -0.001 -0.005 -0.003 0.0064
H -3.054 -3.919 3.862 -0.004 0.008 0.011 0.0179
H -2.748 -2.747 2.568 -0.021 0.026 -0.058 0.0081
H -0.128 -6.040 1.817 -0.010 -0.014 0.028 0.0053
H -1.368 -5.079 1.018 -0.010 -0.014 0.006 0.0160
H -1.797 -6.087 2.414 -0.008 -0.002 0.006 0.0176
H 1.615 -2.596 6.036 0.018 0.022 0.020 -0.0009
H 2.827 -1.304 6.122 0.002 0.010 0.012 0.0160
H 3.155 -2.789 5.209 0.011 0.030 0.007 0.0059
H -0.590 -0.683 4.891 0.015 -0.003 0.019 0.0046
H -0.041 0.600 3.825 0.018 -0.015 -0.010 0.0107
H 0.647 0.456 5.453 -0.010 0.021 -0.006 0.0174
H 4.014 -0.561 3.446 -0.005 0.002 0.009 0.0150
H 3.032 0.841 3.894 0.018 -0.007 0.021 0.0199
H 2.939 0.163 2.261 -0.024 0.000 0.035 -0.0044
C -2.241 2.346 1.033 -0.020 0.043 -0.069 -0.0715
C -3.656 1.788 0.988 0.042 -0.076 -0.035 -0.3566
C -3.922 1.012 2.283 -0.059 -0.020 0.002 -0.0593
C -4.061 0.919 -0.198 -0.057 0.034 -0.044 -0.1186
C -5.371 1.064 -0.632 -0.001 -0.024 -0.023 -0.0686
C -5.933 0.208 -1.568 0.055 0.029 0.011 -0.1112
C -5.176 -0.863 -1.999 0.011 -0.014 -0.018 -0.0728
C -3.857 -1.069 -1.590 -0.093 -0.012 -0.105 -0.1217
C -3.279 -2.432 -1.973 0.059 0.039 0.081 -0.3524
C -1.767 -2.612 -1.959 -0.033 0.000 -0.047 -0.0790
C -3.921 -3.489 -1.060 0.032 0.020 -0.007 -0.0672
C -3.245 -0.095 -0.771 0.048 0.136 -0.094 -0.2385
O -1.944 -0.101 -0.513 0.098 -0.187 0.551 -0.1024
H -2.164 3.052 1.865 0.003 0.031 -0.014 0.0785
H -1.981 2.869 0.113 0.023 0.004 -0.035 0.0469
H -1.516 1.551 1.184 0.022 -0.019 0.022 0.0584
H -4.341 2.643 0.963 -0.008 0.003 0.038 0.1208
H -3.245 0.159 2.347 0.047 -0.078 0.007 0.0796
H -4.947 0.635 2.317 0.006 0.010 0.006 0.0746
H -3.751 1.645 3.159 0.007 0.002 0.000 0.0717
H -5.963 1.874 -0.217 -0.010 -0.006 0.002 0.1012
H -6.942 0.361 -1.932 -0.012 -0.006 0.012 0.0837
H -5.612 -1.587 -2.681 -0.007 -0.006 0.001 0.1061
H -3.619 -2.627 -2.996 -0.016 -0.020 -0.005 0.1291
H -1.340 -2.427 -0.973 -0.025 -0.063 -0.013 0.0690
H -1.275 -1.956 -2.676 -0.036 -0.042 0.028 0.0359
H -1.522 -3.640 -2.242 0.005 -0.004 -0.011 0.0855
H -3.639 -3.301 -0.022 0.024 -0.008 0.039 0.0768
H -3.574 -4.491 -1.328 0.000 -0.007 -0.005 0.0704
H -5.011 -3.468 -1.120 -0.001 0.014 -0.001 0.0659
C 2.210 1.182 -4.370 -0.025 -0.070 -0.004 -0.2190
Si 1.567 2.854 -3.803 -0.004 -0.120 -0.078 0.3335
C 0.210 3.343 -5.026 -0.135 0.006 0.033 -0.2069
C 2.969 4.075 -4.167 0.032 0.076 0.095 -0.2236
Si 0.782 2.740 -1.587 0.182 -0.083 -0.215 0.4559
Si -0.141 4.862 -1.308 -0.276 -0.062 0.027 0.3217
C 0.752 6.312 -2.125 0.141 -0.011 -0.108 -0.2314
C -0.233 5.365 0.512 0.044 -0.015 0.099 -0.2280
C -1.892 4.903 -2.025 -0.048 -0.021 0.009 -0.2206
Si 2.736 2.833 -0.309 0.018 -0.117 0.107 0.3322
C 2.308 3.047 1.530 -0.054 -0.010 0.042 -0.2201
C 3.697 1.222 -0.473 0.014 -0.064 -0.060 -0.2199
C 3.984 4.220 -0.614 -0.016 0.116 -0.032 -0.2203
H 2.545 1.234 -5.412 0.008 0.008 -0.004 0.0251
H 1.437 0.413 -4.298 0.035 0.028 -0.029 0.0080
H 3.045 0.837 -3.756 0.001 0.003 -0.001 0.0194
H 0.654 3.549 -6.006 0.011 -0.003 -0.003 0.0223
H -0.334 4.234 -4.703 0.028 0.042 -0.021 0.0068
H -0.528 2.549 -5.150 0.008 -0.002 0.015 0.0151
H 3.139 4.105 -5.248 0.000 0.000 -0.008 0.0195
H 3.900 3.769 -3.690 0.064 -0.051 0.020 0.0048
H 2.743 5.085 -3.826 -0.008 0.045 -0.008 0.0032
H 1.790 6.388 -1.790 0.001 0.023 0.014 0.0075
H 0.241 7.247 -1.875 -0.007 0.014 0.002 0.0222
H 0.764 6.209 -3.211 -0.018 0.019 -0.029 0.0101
H 0.744 5.722 0.853 -0.013 0.023 -0.016 0.0131
H -0.516 4.533 1.156 -0.030 0.005 0.013 -0.0017
H -0.958 6.172 0.655 0.006 0.019 -0.006 0.0230
H -1.853 5.095 -3.100 -0.002 -0.007 -0.003 0.0146
H -2.500 5.688 -1.563 0.021 0.029 -0.005 0.0204
H -2.405 3.949 -1.898 -0.024 0.006 0.014 0.0098
H 1.400 2.522 1.843 -0.003 0.035 0.069 0.0115
H 2.143 4.103 1.758 -0.005 -0.018 -0.005 0.0120
H 3.127 2.682 2.156 -0.001 0.033 -0.003 0.0183
H 3.038 0.351 -0.471 0.009 0.020 0.025 0.0005
H 4.423 1.107 0.338 0.018 0.011 -0.014 0.0265
H 4.242 1.199 -1.422 0.004 -0.002 -0.006 0.0233
H 3.507 5.203 -0.613 -0.001 0.009 0.036 0.0080
H 4.485 4.101 -1.574 0.047 -0.003 -0.061 0.0016
H 4.747 4.211 0.172 0.004 -0.007 0.007 0.0230
```
Positions in Å, forces in eV/Å.

The value obtained for the total energy is -4213.64104 hartree. The energy above the lowest of the compared OMol25 structures with the same formula, charge and spin is 0.0 kJ/mol. As for the gap between HOMO and LUMO: 6.17 eV. Its total charge is -2. As for the largest force on an atom: 0.0115 Eh/bohr. The calculation puts the HOMO energy at -1.83 eV.